Entry from the OMol25 dataset: a cluster of 13 separate species, C66H144F30N10O2P7 in total (wB97M-V/def2-TZVPD).

Last column: Löwdin spin population.
Atoms and positions in Å:
C1 -0.44 -10.50 4.00  0.00
C2 -1.09 -9.60 3.01  0.00
N1 -1.50 -8.26 3.57  0.06
C3 -2.75 -7.77 3.52  0.29
C4 -2.74 -6.43 4.06  0.37
N2 -1.39 -6.15 4.43  0.00
C5 -0.77 -7.34 4.23  0.25
C6 -0.79 -4.95 5.03  -0.01
H1 -0.27 -11.53 3.67  0.00
H2 -1.10 -10.50 4.87  0.00
H3 0.52 -10.22 4.43  0.00
H4 -2.00 -10.12 2.70  0.00
H5 -0.40 -9.49 2.18  0.00
H6 -3.64 -8.29 3.19  0.01
H7 -3.51 -5.68 4.11  0.01
H8 0.27 -7.54 4.43  0.01
H9 -0.29 -4.32 4.30  0.00
H10 0.06 -5.19 5.67  0.00
H11 -1.59 -4.36 5.47  0.00
C7 5.86 -2.63 2.26  0.00
C8 5.68 -2.56 3.73  0.00
N3 5.36 -3.90 4.23  0.00
C9 4.16 -4.33 4.73  0.00
C10 4.19 -5.68 4.99  0.00
N4 5.48 -6.06 4.64  0.00
C11 6.16 -4.93 4.20  0.00
C12 6.06 -7.34 4.87  0.00
H12 4.98 -2.91 1.68  0.00
H13 6.76 -3.16 1.95  0.00
H14 6.16 -1.66 1.86  0.00
H15 4.94 -1.80 3.98  0.00
H16 6.65 -2.27 4.13  0.00
H17 3.33 -3.64 4.73  0.00
H18 3.49 -6.46 5.24  0.00
H19 7.10 -5.00 3.66  0.00
H20 6.84 -7.55 4.14  0.00
H21 5.36 -8.17 4.77  0.00
H22 6.51 -7.34 5.86  0.00
C13 1.47 1.86 -1.71  0.00
C14 2.37 1.47 -0.62  0.00
N5 1.97 0.38 0.34  0.00
C15 1.16 0.58 1.45  0.00
C16 0.90 -0.65 2.03  0.00
N6 1.55 -1.66 1.33  0.00
C17 2.17 -0.99 0.23  0.00
C18 1.56 -3.04 1.72  0.00
H23 1.10 1.14 -2.44  0.00
H24 1.87 2.75 -2.21  0.00
H25 0.63 2.30 -1.17  0.00
H26 2.51 2.33 0.04  0.00
H27 3.28 1.13 -1.12  0.00
H28 0.81 1.56 1.74  0.00
H29 0.30 -0.87 2.90  0.00
H30 2.64 -1.53 -0.58  0.00
H31 1.20 -3.67 0.91  0.00
H32 0.89 -3.24 2.56  0.00
H33 2.54 -3.42 2.00  0.00
C19 3.35 1.97 4.19  0.00
C20 3.51 1.92 5.72  0.00
N7 4.83 1.57 6.13  0.00
C21 5.07 1.27 7.45  0.00
C22 6.39 0.91 7.53  0.00
N8 6.95 0.92 6.25  0.00
C23 5.99 1.33 5.39  0.00
C24 8.29 0.57 5.84  0.00
H34 3.71 1.07 3.70  0.00
H35 3.84 2.84 3.74  0.00
H36 2.30 2.10 3.92  0.00
H37 2.77 1.26 6.19  0.00
H38 3.31 2.86 6.22  0.00
H39 4.31 1.39 8.20  0.00
H40 6.89 0.59 8.43  0.00
H41 6.02 1.29 4.31  0.00
H42 8.58 1.10 4.93  0.00
H43 8.28 -0.45 5.45  0.00
H44 9.03 0.65 6.63  0.00
C25 -2.17 -1.06 -1.67  0.00
C26 -2.32 -1.37 -3.16  0.00
C27 -2.88 -0.11 -3.80  0.00
C28 -3.11 -0.09 -5.26  0.00
P1 -1.66 -0.38 -6.35  0.00
C29 -1.32 -2.21 -6.26  0.00
C30 -2.43 -3.28 -6.10  0.00
C31 -1.92 -4.66 -6.30  0.00
C32 -2.96 -5.72 -6.66  0.00
C33 -0.29 0.57 -5.61  0.00
C34 -0.54 2.06 -5.76  0.00
C35 0.59 2.90 -5.21  0.00
C36 1.11 4.00 -6.11  0.00
C37 -1.94 0.07 -8.16  0.00
C38 -0.68 -0.24 -8.97  0.00
C39 -1.04 -0.10 -10.46  0.00
C40 0.29 -0.41 -11.20  0.00
H45 -3.10 -1.02 -1.10  0.00
H46 -1.60 -0.13 -1.61  0.00
H47 -1.61 -1.84 -1.16  0.00
H48 -2.98 -2.21 -3.34  0.00
H49 -1.32 -1.63 -3.51  0.00
H50 -2.33 0.82 -3.67  0.00
H51 -3.76 0.22 -3.25  0.00
H52 -3.47 0.92 -5.42  0.00
H53 -3.94 -0.76 -5.49  0.00
H54 -0.54 -2.42 -5.53  0.00
H55 -0.88 -2.60 -7.18  0.00
H56 -3.23 -3.04 -6.80  0.00
H57 -2.93 -3.26 -5.13  0.00
H58 -1.52 -5.07 -5.37  0.00
H59 -1.15 -4.71 -7.07  0.00
H60 -2.51 -6.71 -6.65  0.00
H61 -3.45 -5.53 -7.62  0.00
H62 -3.74 -5.86 -5.92  0.00
H63 0.56 0.14 -6.14  0.00
H64 -0.12 0.29 -4.57  0.00
H65 -1.49 2.41 -5.36  0.00
H66 -0.73 2.31 -6.81  0.00
H67 1.47 2.29 -4.98  0.00
H68 0.25 3.36 -4.28  0.00
H69 0.21 4.45 -6.52  0.00
H70 1.56 3.55 -6.99  0.00
H71 1.75 4.65 -5.52  0.00
H72 -2.38 1.06 -8.23  0.00
H73 -2.77 -0.49 -8.60  0.00
H74 -0.42 -1.29 -8.84  0.00
H75 0.05 0.47 -8.57  0.00
H76 -1.45 0.86 -10.78  0.00
H77 -1.88 -0.76 -10.70  0.00
H78 0.62 -1.43 -10.99  0.00
H79 1.13 0.24 -10.93  0.00
H80 0.00 -0.29 -12.24  0.00
C41 -6.21 7.86 -4.38  0.00
C42 -5.55 8.27 -3.10  0.00
C43 -4.98 7.06 -2.33  0.00
C44 -4.14 7.34 -1.03  0.00
P2 -2.29 7.12 -1.04  0.00
C45 -1.74 7.53 -2.73  0.00
C46 -0.16 7.41 -2.97  0.00
C47 0.16 7.54 -4.48  0.00
C48 -0.33 8.75 -5.19  0.00
C49 -1.81 5.41 -0.86  0.00
C50 -2.47 4.82 0.46  0.00
C51 -2.17 3.36 0.69  0.00
C52 -2.61 2.42 -0.44  0.00
C53 -1.40 8.05 0.15  0.00
C54 -1.53 9.63 -0.18  0.00
C55 -0.64 10.41 0.73  0.00
C56 0.80 10.23 0.27  0.00
H81 -5.45 7.29 -4.91  0.00
H82 -6.38 8.83 -4.87  0.00
H83 -7.15 7.31 -4.32  0.00
H84 -6.24 8.97 -2.62  0.00
H85 -4.72 8.94 -3.30  0.00
H86 -4.34 6.39 -2.90  0.00
H87 -5.78 6.34 -2.16  0.00
H88 -4.49 6.93 -0.08  0.00
H89 -4.27 8.39 -0.78  0.00
H90 -2.02 8.57 -2.90  0.00
H91 -2.30 6.88 -3.41  0.00
H92 0.19 6.47 -2.55  0.00
H93 0.37 8.26 -2.55  0.00
H94 -0.38 6.80 -5.07  0.00
H95 1.21 7.30 -4.66  0.00
H96 -0.07 9.67 -4.67  0.00
H97 -1.41 8.81 -5.32  0.00
H98 0.00 8.83 -6.23  0.00
H99 -0.74 5.21 -0.93  0.00
H100 -2.28 4.89 -1.69  0.00
H101 -3.54 4.99 0.36  0.00
H102 -2.21 5.41 1.34  0.00
H103 -2.66 3.06 1.62  0.00
H104 -1.10 3.19 0.85  0.00
H105 -2.75 1.44 0.02  0.00
H106 -1.86 2.27 -1.22  0.00
H107 -3.59 2.60 -0.87  0.00
H108 -0.41 7.60 0.04  0.00
H109 -1.69 7.86 1.18  0.00
H110 -2.52 10.07 -0.04  0.00
H111 -1.20 9.75 -1.21  0.00
H112 -0.94 10.15 1.75  0.00
H113 -0.88 11.47 0.76  0.00
H114 1.04 10.60 -0.73  0.00
H115 1.03 9.17 0.22  0.00
H116 1.59 10.67 0.88  0.00
C57 -1.51 1.11 7.05  0.00
N9 -1.63 2.17 5.92  0.00
C58 -0.29 2.39 5.18  0.00
C59 -2.79 1.65 5.07  0.00
C60 -1.98 3.50 6.64  0.00
C61 -1.99 4.79 5.72  0.00
O1 -2.57 4.53 4.47  0.00
H117 -1.42 0.16 6.51  0.00
H118 -2.33 1.15 7.76  0.00
H119 -0.58 1.20 7.61  0.00
H120 0.45 2.72 5.91  0.00
H121 -0.55 3.00 4.32  0.00
H122 -0.05 1.39 4.83  0.00
H123 -2.66 0.58 4.88  0.00
H124 -2.62 2.17 4.13  0.00
H125 -3.68 1.99 5.61  0.00
H126 -1.30 3.67 7.48  0.00
H127 -2.98 3.38 7.06  0.00
H128 -1.07 5.39 5.73  0.00
H129 -2.74 5.43 6.18  0.00
H130 -2.68 5.32 3.94  0.00
C62 -2.43 -5.70 -0.37  0.00
N10 -1.29 -6.10 -1.35  0.00
C63 -1.84 -6.15 -2.75  0.00
C64 -0.27 -5.01 -1.44  0.00
C65 -0.70 -7.46 -0.86  0.00
C66 -1.43 -8.68 -1.35  0.00
O2 -2.74 -8.72 -0.79  0.00
H131 -3.06 -6.55 -0.14  0.00
H132 -2.91 -4.91 -0.94  0.00
H133 -1.99 -5.38 0.58  0.00
H134 -2.69 -6.83 -2.82  0.00
H135 -1.09 -6.47 -3.47  0.00
H136 -2.10 -5.10 -2.90  0.00
H137 0.60 -5.33 -2.02  0.00
H138 0.02 -4.69 -0.43  0.00
H139 -0.59 -4.07 -1.89  0.00
H140 -0.52 -7.44 0.22  0.00
H141 0.28 -7.46 -1.32  0.00
H142 -0.87 -9.57 -1.04  0.00
H143 -1.26 -8.65 -2.43  0.00
H144 -3.10 -9.61 -0.83  0.00
P3 1.53 -1.74 6.44  0.00
F1 2.25 -3.19 6.70  0.00
F2 1.31 -2.04 4.78  0.00
F3 0.04 -2.21 6.82  0.00
F4 0.94 -0.23 6.17  0.00
F5 1.81 -1.27 7.98  0.00
F6 3.00 -1.18 6.09  0.00
P4 2.07 -2.45 -3.69  0.00
F7 2.50 -3.13 -2.21  0.00
F8 3.13 -3.47 -4.44  0.00
F9 0.80 -3.48 -3.88  0.00
F10 1.70 -1.68 -5.09  0.00
F11 1.14 -1.47 -2.81  0.00
F12 3.26 -1.37 -3.67  0.00
P5 -2.88 -2.14 2.40  0.00
F13 -1.89 -3.34 1.79  0.00
F14 -3.94 -2.31 1.26  0.00
F15 -3.70 -3.33 3.11  0.00
F16 -3.78 -0.93 3.07  0.00
F17 -1.82 -1.88 3.64  0.00
F18 -2.16 -0.97 1.58  0.00
P6 2.83 -6.91 1.37  0.00
F19 4.08 -5.91 1.53  0.00
F20 2.00 -5.95 2.43  0.00
F21 2.16 -5.99 0.17  0.00
F22 1.55 -7.98 1.24  0.00
F23 3.56 -7.91 0.34  0.00
F24 3.44 -7.76 2.62  0.00
P7 1.72 5.26 1.66  0.00
F25 1.14 3.95 2.48  0.00
F26 1.19 4.56 0.30  0.00
F27 0.30 6.01 1.80  0.00
F28 2.30 6.58 0.93  0.00
F29 2.17 5.88 3.09  0.00
F30 3.21 4.62 1.55  0.00

Properties
⟨S²⟩: 0.765
net charge: +4
Kohn-Sham gap (spin up / spin down): 6.4 / 2.3 eV
multiplicity: 2